Record 1
{
  "formula": "C19H37N2O5S",
  "method": "wB97M-V/def2-TZVPD",
  "species": ["C", "C", "O", "C", "C", "N", "C", "C", "C", "C", "S", "C", "N", "C", "C", "H", "H", "H", "H", "H", "H", "H", "H", "H", "H", "H", "H", "H", "H", "H", "H", "H", "H", "H", "H", "H", "O", "C", "O", "C", "C", "C", "H", "H", "H", "H", "H", "H", "H", "H", "O", "C", "O", "C", "C", "C", "H", "H", "H", "H", "H", "H", "H", "H"],
  "positions_angstrom": [[-5.481, -1.817, -2.219], [-4.252, -0.873, -2.805], [-3.095, -1.022, -1.909], [-2.379, -2.313, -2.179], [-0.891, -2.122, -1.443], [-0.548, -2.529, -0.008], [0.903, -2.061, 0.083], [1.888, -2.162, 1.431], [1.741, -0.665, 2.162], [3.173, 0.164, 2.193], [3.918, 0.465, 0.499], [1.369, -1.386, -1.336], [0.175, -1.449, -2.280], [0.059, -0.927, -3.697], [1.485, -0.797, -4.503], [-6.478, -1.214, -2.451], [-5.451, -2.870, -2.748], [-5.356, -1.866, -1.053], [-4.008, -1.063, -3.938], [-4.607, 0.259, -2.720], [-2.881, -3.220, -1.626], [-2.297, -2.548, -3.323], [-1.159, -2.989, 0.704], [1.445, -2.924, 2.232], [2.997, -2.423, 1.154], [1.219, -0.737, 3.225], [1.005, 0.009, 1.507], [2.936, 1.225, 2.657], [3.910, -0.435, 2.877], [4.088, -0.781, -0.138], [2.421, -0.925, -1.587], [-0.671, -1.531, -4.388], [-0.386, 0.176, -3.604], [1.827, -1.845, -4.902], [2.295, -0.333, -3.758], [1.296, -0.019, -5.384], [5.602, 0.574, 6.463], [6.601, 0.495, 5.750], [6.560, -0.197, 4.590], [7.607, -0.198, 3.602], [8.676, -1.216, 3.948], [7.904, 1.089, 6.198], [8.011, 0.808, 3.457], [7.137, -0.481, 2.654], [9.160, -0.986, 4.901], [9.442, -1.250, 3.169], [8.234, -2.213, 4.052], [8.395, 0.398, 6.889], [7.697, 2.032, 6.712], [8.582, 1.331, 5.381], [-5.868, 1.988, -3.929], [-6.300, 2.465, -2.880], [-7.597, 2.304, -2.539], [-8.156, 2.660, -1.261], [-8.529, 4.129, -1.225], [-5.417, 3.310, -2.009], [-7.486, 2.373, -0.446], [-9.063, 2.057, -1.142], [-7.655, 4.772, -1.362], [-9.000, 4.384, -0.271], [-9.225, 4.367, -2.037], [-5.384, 4.327, -2.409], [-4.410, 2.883, -2.018], [-5.726, 3.339, -0.965]],
  "total_charge": 1
}


Record 2
{
  "formula": "C19H37O21",
  "method": "wB97M-V/def2-TZVPD",
  "species": ["O", "C", "O", "O", "H", "C", "O", "C", "O", "O", "C", "H", "H", "H", "H", "H", "H", "C", "O", "C", "O", "O", "C", "H", "H", "H", "H", "H", "H", "C", "O", "C", "O", "O", "C", "H", "H", "H", "H", "H", "H", "C", "O", "C", "O", "O", "C", "H", "H", "H", "H", "H", "H", "C", "O", "C", "O", "O", "C", "H", "H", "H", "H", "H", "H", "C", "O", "C", "O", "O", "C", "H", "H", "H", "H", "H", "H"],
  "positions_angstrom": [[-1.853, -0.070, 0.596], [-0.834, 0.694, 0.932], [0.114, 0.892, 0.139], [-0.808, 1.293, 2.033], [-1.457, -0.293, -0.249], [-7.461, -2.639, -2.132], [-7.188, -4.024, -2.173], [-6.086, -4.499, -2.816], [-5.166, -3.912, -3.262], [-6.104, -5.797, -2.739], [-5.144, -6.640, -3.239], [-6.607, -1.965, -2.203], [-7.925, -2.300, -1.205], [-8.193, -2.351, -2.886], [-5.490, -7.059, -4.184], [-5.004, -7.464, -2.540], [-4.191, -6.167, -3.472], [10.079, 2.632, -0.535], [9.448, 1.913, -1.567], [8.156, 1.715, -1.581], [7.274, 2.405, -0.989], [7.883, 0.663, -2.410], [6.558, 0.256, -2.713], [10.829, 3.266, -1.007], [10.627, 2.030, 0.189], [9.385, 3.253, 0.031], [6.546, -0.437, -3.554], [5.869, 1.076, -2.917], [6.128, -0.174, -1.808], [-2.250, 9.399, -1.005], [-3.377, 8.629, -0.689], [-3.169, 7.427, -0.178], [-2.093, 6.940, 0.139], [-4.372, 6.885, 0.008], [-4.591, 5.715, 0.828], [-2.448, 10.345, -1.509], [-1.560, 8.968, -1.731], [-1.711, 9.558, -0.071], [-4.226, 4.868, 0.247], [-5.655, 5.606, 1.042], [-4.082, 5.717, 1.792], [-7.640, -8.501, 5.854], [-7.091, -7.659, 4.779], [-5.763, -7.742, 4.439], [-4.841, -8.397, 4.967], [-5.554, -6.964, 3.348], [-4.268, -6.863, 2.892], [-8.156, -7.858, 6.567], [-7.005, -9.106, 6.501], [-8.347, -9.176, 5.372], [-4.185, -7.798, 2.337], [-3.460, -6.792, 3.620], [-4.118, -6.062, 2.169], [4.291, 5.080, -5.736], [3.045, 4.479, -6.065], [1.974, 4.326, -5.162], [2.023, 4.772, -4.004], [1.012, 3.575, -5.795], [-0.174, 3.236, -5.054], [4.272, 6.158, -5.895], [5.106, 4.630, -6.303], [4.544, 4.761, -4.724], [-0.456, 3.927, -4.260], [0.133, 2.352, -4.495], [-1.011, 3.082, -5.736], [3.323, -2.233, 5.302], [4.706, -1.936, 5.487], [5.406, -0.974, 4.835], [5.013, -0.060, 4.122], [6.727, -1.167, 5.184], [7.743, -0.278, 4.767], [3.174, -3.184, 4.791], [2.836, -1.443, 4.729], [2.821, -2.278, 6.269], [8.399, -0.396, 5.630], [7.385, 0.751, 4.772], [8.285, -0.612, 3.882]],
  "total_charge": -1
}


Record 3
{
  "formula": "C19H38Br12ClN4O5P2",
  "method": "wB97M-V/def2-TZVPD",
  "species": ["C", "C", "O", "C", "N", "C", "N", "C", "C", "O", "O", "P", "C", "O", "N", "P", "O", "N", "Cl", "H", "H", "H", "H", "H", "H", "H", "H", "H", "H", "H", "H", "H", "H", "Br", "C", "C", "Br", "H", "H", "H", "H", "Br", "C", "C", "Br", "H", "H", "H", "H", "Br", "C", "C", "Br", "H", "H", "H", "H", "Br", "C", "C", "Br", "H", "H", "H", "H", "Br", "C", "C", "Br", "H", "H", "H", "H", "Br", "C", "C", "Br", "H", "H", "H", "H"],
  "positions_angstrom": [[-1.611, 1.436, 3.624], [-0.109, 1.377, 3.578], [0.344, 2.106, 2.389], [0.734, 1.383, 1.395], [0.316, 0.181, 1.057], [0.933, -0.183, -0.035], [0.743, -1.332, -0.657], [-0.240, -2.220, -0.021], [0.455, -3.330, 0.730], [1.605, -3.289, 1.076], [-0.346, -4.386, 0.982], [1.555, -1.949, -2.122], [0.738, -1.034, -3.502], [0.989, -3.462, -2.327], [1.811, 0.814, -0.436], [2.943, 1.141, -1.727], [2.259, 1.801, -2.838], [1.631, 1.801, 0.500], [2.345, 3.325, 0.579], [-2.010, 0.837, 4.428], [-1.916, 2.469, 3.701], [-1.979, 1.075, 2.671], [0.323, 1.852, 4.444], [0.223, 0.350, 3.569], [-0.960, -1.682, 0.576], [-0.807, -2.687, -0.819], [-0.758, -4.641, 0.140], [0.280, -1.729, -4.194], [0.056, -0.267, -3.157], [1.546, -0.536, -4.017], [0.046, -3.434, -2.541], [3.949, 1.965, -1.196], [3.547, -0.068, -2.093], [-2.523, -5.583, -1.310], [-1.888, -7.285, -0.586], [-0.808, -7.882, -1.444], [-1.539, -8.676, -3.062], [-2.759, -7.924, -0.488], [-1.500, -7.046, 0.400], [-0.315, -8.693, -0.918], [-0.067, -7.154, -1.757], [2.783, -7.801, 4.873], [3.062, -7.018, 3.115], [1.765, -6.596, 2.482], [0.766, -8.131, 1.809], [3.599, -7.752, 2.525], [3.697, -6.151, 3.281], [1.948, -5.967, 1.615], [1.109, -6.075, 3.171], [5.590, 2.923, 2.124], [7.067, 3.822, 1.225], [6.595, 4.720, 0.113], [6.085, 3.711, -1.476], [7.744, 3.047, 0.882], [7.552, 4.407, 2.002], [7.401, 5.373, -0.212], [5.731, 5.319, 0.377], [-4.163, -0.451, 1.805], [-5.693, 0.612, 1.231], [-5.279, 1.991, 0.800], [-4.874, 3.130, 2.327], [-6.395, 0.618, 2.058], [-6.122, 0.068, 0.393], [-6.092, 2.488, 0.279], [-4.399, 1.989, 0.168], [-5.696, 1.186, -2.578], [-7.233, 2.260, -3.107], [-6.817, 3.645, -3.517], [-6.373, 4.737, -1.968], [-7.920, 2.259, -2.268], [-7.683, 1.729, -3.942], [-7.639, 4.158, -4.010], [-5.947, 3.648, -4.164], [1.062, 7.840, 1.072], [1.700, 8.034, -0.755], [2.834, 7.089, -1.041], [4.500, 7.696, -0.236], [1.977, 9.074, -0.887], [0.845, 7.802, -1.387], [3.034, 7.038, -2.108], [2.644, 6.091, -0.662]],
  "total_charge": 1
}


Record 4
{
  "formula": "C19H38Br2N4O6Sr",
  "method": "wB97M-V/def2-TZVPD",
  "species": ["Sr", "C", "C", "O", "C", "C", "O", "C", "C", "O", "C", "C", "O", "C", "C", "O", "C", "C", "O", "H", "H", "H", "H", "H", "H", "H", "H", "H", "H", "H", "H", "H", "H", "H", "H", "H", "H", "H", "H", "H", "H", "H", "H", "Br", "C", "Br", "H", "H", "C", "N", "C", "N", "C", "N", "C", "N", "C", "C", "H", "H", "H", "H", "H", "H", "H", "H", "H", "H", "H", "H"],
  "positions_angstrom": [[-0.603, 0.385, 0.482], [-0.670, -0.891, 3.820], [0.729, -1.004, 3.252], [0.706, -1.424, 1.885], [0.366, -2.797, 1.661], [-1.094, -2.952, 1.273], [-1.430, -2.040, 0.217], [-1.314, -2.595, -1.102], [-1.954, -1.625, -2.056], [-1.378, -0.326, -1.859], [-1.946, 0.640, -2.753], [-1.497, 2.016, -2.318], [-1.754, 2.242, -0.932], [-3.096, 2.616, -0.592], [-3.837, 1.462, 0.043], [-3.010, 0.988, 1.110], [-3.675, 0.088, 2.003], [-2.821, 0.000, 3.243], [-1.479, -0.262, 2.822], [-0.647, -0.293, 4.735], [-1.099, -1.868, 4.063], [1.332, -1.685, 3.856], [1.220, -0.028, 3.248], [0.590, -3.401, 2.543], [1.007, -3.144, 0.849], [-1.762, -2.719, 2.099], [-1.280, -3.983, 0.963], [-1.853, -3.543, -1.163], [-0.265, -2.771, -1.348], [-3.030, -1.565, -1.867], [-1.799, -1.957, -3.085], [-3.037, 0.550, -2.732], [-1.611, 0.449, -3.777], [-1.980, 2.778, -2.933], [-0.419, 2.124, -2.437], [-3.628, 2.980, -1.473], [-3.016, 3.433, 0.126], [-4.037, 0.645, -0.658], [-4.792, 1.823, 0.433], [-3.793, -0.886, 1.518], [-4.662, 0.473, 2.269], [-3.178, -0.800, 3.895], [-2.851, 0.943, 3.796], [1.446, 3.623, 0.570], [0.622, 4.226, 2.202], [-0.595, 2.896, 2.891], [0.055, 5.122, 1.988], [1.396, 4.393, 2.939], [1.971, -1.188, -1.469], [3.240, -1.471, -2.108], [3.464, -0.469, -3.156], [3.462, 0.889, -2.607], [2.185, 1.124, -1.966], [1.905, 0.168, -0.856], [3.045, 0.255, 0.106], [4.326, 0.004, -0.521], [4.307, -1.337, -1.109], [4.522, 0.983, -1.596], [1.805, -1.925, -0.678], [1.172, -1.263, -2.210], [2.678, -0.555, -3.910], [4.423, -0.661, -3.635], [1.396, 1.015, -2.714], [2.168, 2.141, -1.571], [2.877, -0.482, 0.894], [3.048, 1.253, 0.547], [4.156, -2.074, -0.318], [5.267, -1.532, -1.586], [5.484, 0.803, -2.073], [4.527, 1.988, -1.171]],
  "total_charge": 2
}


Record 5
{
  "formula": "C19H38BrF7NO2S",
  "method": "wB97M-V/def2-TZVPD",
  "species": ["O", "S", "O", "F", "N", "Br", "C", "C", "F", "C", "C", "C", "C", "F", "F", "C", "F", "F", "F", "H", "H", "H", "H", "H", "H", "H", "H", "H", "H", "C", "C", "C", "C", "C", "C", "H", "H", "H", "H", "H", "H", "H", "H", "H", "H", "H", "H", "H", "H", "C", "C", "C", "C", "C", "C", "H", "H", "H", "H", "H", "H", "H", "H", "H", "H", "H", "H", "H", "H"],
  "positions_angstrom": [[2.246, -0.529, 3.394], [0.891, -0.151, 3.427], [0.035, -0.526, 4.477], [0.263, -0.351, 2.052], [0.900, 1.651, 3.474], [1.591, 2.265, 1.797], [1.781, 2.030, 4.648], [2.052, 3.512, 4.780], [1.004, 4.141, 5.429], [-0.487, 2.240, 3.682], [-1.574, 1.792, 2.714], [-2.897, 2.496, 3.111], [-3.963, 1.560, 3.640], [-4.220, 0.578, 2.747], [-5.107, 2.265, 3.802], [-3.653, 0.922, 5.014], [-4.745, 0.458, 5.570], [-2.808, -0.094, 4.867], [-3.105, 1.817, 5.830], [1.233, 1.718, 5.539], [2.717, 1.478, 4.640], [2.936, 3.610, 5.412], [2.269, 4.015, 3.839], [-0.395, 3.323, 3.620], [-0.808, 2.013, 4.698], [-1.333, 2.041, 1.683], [-1.753, 0.720, 2.760], [-2.726, 3.245, 3.887], [-3.312, 3.038, 2.264], [1.937, -1.241, -0.660], [1.258, -2.589, -0.435], [2.224, -3.689, -0.002], [3.317, -4.014, -1.021], [2.804, -4.429, -2.399], [1.963, -5.702, -2.378], [2.666, -1.287, -1.469], [1.198, -0.479, -0.927], [2.454, -0.911, 0.247], [0.728, -2.886, -1.342], [0.492, -2.479, 0.341], [1.653, -4.593, 0.223], [2.703, -3.396, 0.940], [3.940, -4.816, -0.615], [3.980, -3.151, -1.135], [3.665, -4.587, -3.052], [2.226, -3.616, -2.850], [2.530, -6.535, -1.957], [1.662, -5.981, -3.387], [1.053, -5.578, -1.789], [-1.560, 2.910, -5.938], [-2.221, 1.662, -5.361], [-1.989, 1.488, -3.862], [-0.524, 1.319, -3.454], [0.200, 0.147, -4.114], [-0.408, -1.210, -3.772], [-0.474, 2.873, -5.845], [-1.793, 3.013, -6.998], [-1.915, 3.809, -5.430], [-1.873, 0.779, -5.902], [-3.298, 1.720, -5.537], [-2.566, 0.628, -3.511], [-2.398, 2.357, -3.336], [-0.480, 1.195, -2.364], [0.023, 2.241, -3.673], [1.243, 0.158, -3.785], [0.222, 0.277, -5.199], [-0.414, -1.366, -2.691], [0.174, -2.014, -4.226], [-1.432, -1.303, -4.135]],
  "total_charge": 1
}


Record 6
{
  "formula": "C19H38Cl22FNO5S",
  "method": "wB97M-V/def2-TZVPD",
  "species": ["C", "C", "O", "C", "C", "C", "C", "C", "F", "O", "S", "O", "O", "O", "C", "N", "H", "H", "H", "H", "H", "H", "H", "H", "H", "H", "H", "H", "H", "H", "H", "H", "Cl", "C", "Cl", "H", "H", "Cl", "C", "Cl", "H", "H", "Cl", "C", "Cl", "H", "H", "Cl", "C", "Cl", "H", "H", "Cl", "C", "Cl", "H", "H", "Cl", "C", "Cl", "H", "H", "Cl", "C", "Cl", "H", "H", "Cl", "C", "Cl", "H", "H", "Cl", "C", "Cl", "H", "H", "Cl", "C", "Cl", "H", "H", "Cl", "C", "Cl", "H", "H"],
  "positions_angstrom": [[-2.622, -0.014, 1.218], [-2.789, 0.854, -0.016], [-2.367, 0.279, -1.241], [-0.999, 0.054, -1.368], [-0.104, 1.211, -1.900], [1.097, 1.466, -0.988], [0.715, 1.943, 0.412], [0.542, 3.457, 0.522], [-0.778, 3.780, 0.842], [0.467, 0.606, -3.136], [0.524, 1.599, -4.339], [1.685, 2.421, -4.304], [0.223, 0.896, -5.537], [-0.750, 2.432, -3.877], [-0.698, 2.550, -2.445], [-2.008, 2.983, -2.009], [-3.320, -0.850, 1.231], [-2.863, 0.612, 2.082], [-1.610, -0.386, 1.378], [-2.322, 1.830, 0.153], [-3.852, 1.057, -0.153], [-0.549, -0.309, -0.439], [-0.882, -0.756, -2.087], [1.642, 0.523, -0.939], [1.759, 2.182, -1.480], [-0.236, 1.503, 0.718], [1.448, 1.624, 1.151], [0.775, 3.962, -0.417], [1.182, 3.886, 1.292], [0.049, 3.326, -2.236], [-2.308, 3.676, -2.689], [-1.882, 3.500, -1.142], [0.061, 2.673, 3.890], [-0.030, 4.435, 3.959], [1.582, 5.160, 3.824], [-0.629, 4.781, 3.124], [-0.471, 4.730, 4.903], [-2.573, 8.106, -4.065], [-2.303, 6.395, -3.728], [-3.753, 5.418, -4.013], [-1.516, 6.035, -4.381], [-2.021, 6.294, -2.686], [4.841, 5.333, 3.829], [5.537, 4.883, 2.266], [4.307, 4.315, 1.128], [6.018, 5.755, 1.843], [6.250, 4.085, 2.428], [-4.454, -3.393, 0.252], [-3.133, -3.389, -0.924], [-1.553, -3.246, -0.143], [-3.161, -4.322, -1.472], [-3.265, -2.543, -1.588], [0.527, -4.127, -5.865], [-0.019, -2.454, -5.675], [-1.563, -2.354, -4.822], [0.722, -1.909, -5.104], [-0.141, -2.013, -6.656], [0.874, -3.318, 2.214], [1.039, -5.065, 2.483], [-0.446, -5.956, 2.157], [1.817, -5.433, 1.826], [1.308, -5.219, 3.521], [1.740, 7.271, 6.945], [3.072, 6.108, 6.998], [4.311, 6.570, 8.170], [2.674, 5.141, 7.279], [3.533, 6.064, 6.018], [0.629, 9.492, 1.110], [0.670, 7.813, 1.656], [-0.868, 6.981, 1.361], [1.449, 7.291, 1.113], [0.869, 7.797, 2.720], [-2.821, -8.183, 1.677], [-2.827, -9.598, 2.737], [-3.091, -9.164, 4.431], [-3.628, -10.257, 2.423], [-1.867, -10.092, 2.658], [1.839, -7.388, -6.055], [2.878, -7.097, -4.657], [3.644, -8.579, -4.069], [3.655, -6.401, -4.947], [2.269, -6.686, -3.861], [-0.290, -11.219, 0.037], [-0.203, -12.665, 1.047], [-0.459, -12.286, 2.757], [-0.978, -13.353, 0.731], [0.778, -13.110, 0.938]]
}


no.,HOMO-LUMO gap (eV),highest occupied orbital energy (eV)
1,8.2696,-11.7
2,5.1961,-3.2
3,8.6854,-11.6
4,8.8306,-13.6
5,7.1899,-12.8
6,9.9330,-9.8